Below is a molecular structure, C3H6N2OS2, with properties calculated with wB97M-V/def2-TZVPD.

The geometry in XYZ format:
```
14
Properties=species:S:1:pos:R:3:forces:R:3
C 1.544239 -0.262607 -0.822527 0.64 0.28 -2.48
C 0.815526 -0.170996 0.448089 2.59 -1.96 0.96
C -0.583494 0.288588 0.436554 2.36 -1.75 -2.61
H 0.464055 -0.707708 -1.875964 4.61 1.13 3.34
H 1.822838 1.125696 -0.987752 -0.26 -4.37 0.06
H 2.621294 -1.361997 -0.533584 -2.91 3.94 -1.30
H -2.104787 0.247504 -0.934661 0.11 0.86 0.48
H -0.868991 -0.854093 -2.459473 -0.65 0.26 -1.70
H -1.566374 1.710975 3.104802 -1.49 1.34 0.98
N -1.083844 0.259419 -0.955832 -1.77 0.21 1.25
N -1.252376 0.643326 1.402155 -1.32 1.17 1.76
O -0.927605 -1.049833 -1.540984 -0.64 -0.82 1.18
S 1.678094 -0.807985 1.746545 -1.88 0.95 -0.46
S -0.558575 0.939713 2.972634 0.60 -1.22 -1.45
```
Forces are in eV/Å.

Energy above the lowest of the compared OMol25 structures with the same formula, charge and spin ... 10.1570 eV

---

Below is a molecular structure, C30H44BrClIN4O4Sb2Sc, with properties calculated with wB97M-V/def2-TZVPD.

The geometry in XYZ format:
```
88
Properties=species:S:1:pos:R:3:forces:R:3
Sc -0.829177 -0.093337 -0.341901 -1.79 1.83 -2.45
O 2.974305 -4.818780 -5.104952 0.20 -0.13 0.07
C 2.078140 -3.906626 -4.738515 -0.31 0.29 0.12
C 1.095781 -3.381196 -5.579472 0.03 -0.07 -0.10
C 0.212287 -2.453124 -5.066879 0.10 -0.08 0.00
N 0.251835 -2.008024 -3.807610 -0.05 0.09 0.13
C 1.203638 -2.505378 -3.051565 -0.48 0.34 0.06
Br 1.270082 -1.827211 -1.222222 0.57 -0.59 -0.12
C 2.129581 -3.450708 -3.416991 0.27 -0.11 0.10
H 2.882881 -5.086512 -6.026937 -0.08 0.05 -0.04
H 1.022167 -3.696959 -6.611719 -0.02 -0.01 -0.01
H -0.571878 -2.038571 -5.689011 0.01 -0.04 -0.05
H 2.880039 -3.835364 -2.741619 -0.01 0.03 0.03
C 4.659655 -2.894367 2.199890 -0.25 0.22 -0.03
Sb 2.804564 -1.825674 2.518808 0.19 -0.33 0.34
C 2.024691 -3.254593 3.945636 -0.02 0.16 -0.29
C 3.592529 -0.561619 4.107694 -0.21 0.18 -0.37
C 2.504285 0.180079 4.819421 -0.16 0.16 -0.05
C 2.094372 -0.319037 6.058574 0.03 0.03 -0.07
C 1.117808 0.299534 6.817422 -0.02 -0.05 0.00
C 0.536352 1.467629 6.354958 -0.14 0.04 0.06
C 0.932755 1.988760 5.137921 0.03 -0.06 -0.08
C 1.881360 1.354413 4.329790 0.01 -0.23 0.26
C 2.248920 2.027028 3.045494 0.14 -0.42 -0.31
Sb 0.931231 1.789842 1.279192 0.25 1.06 0.82
C -0.790100 2.490792 2.378345 0.03 -0.17 -0.03
C 1.525925 3.725083 0.510418 0.05 -0.29 -0.09
H 5.112391 -3.122784 3.162537 -0.01 -0.02 0.03
H 5.344466 -2.280097 1.617732 0.02 -0.03 -0.02
H 4.462809 -3.820952 1.662619 0.01 0.01 0.00
H 2.844987 -3.654043 4.538770 0.04 0.03 0.01
H 1.528152 -4.076100 3.432325 -0.02 -0.01 0.00
H 1.310685 -2.758001 4.600921 -0.02 0.00 0.00
H 4.329138 0.105634 3.661499 0.07 0.01 0.02
H 4.100154 -1.235812 4.794636 0.07 0.03 -0.01
H 2.584532 -1.205777 6.441985 -0.01 -0.01 0.01
H 0.832081 -0.114316 7.774836 0.00 0.00 0.01
H -0.217089 1.974079 6.942711 0.04 0.05 0.03
H 0.512945 2.930789 4.805461 0.00 0.00 0.02
H 3.254809 1.765341 2.722556 0.01 0.06 -0.10
H 2.189713 3.108623 3.162835 0.04 0.02 -0.05
H -0.662333 3.546465 2.613354 0.04 0.01 -0.02
H -0.839322 1.930343 3.311150 -0.02 -0.02 -0.02
H -1.716820 2.341134 1.833175 0.00 0.05 -0.02
H 0.898409 4.503173 0.940015 -0.05 -0.04 0.03
H 1.478479 3.775978 -0.575639 0.00 0.00 -0.01
H 2.557303 3.901385 0.811524 0.03 0.00 -0.01
C 1.230212 1.937285 -3.967911 0.15 -0.06 0.07
N -0.180353 1.663087 -4.213348 0.11 0.02 0.10
C -0.739137 2.206712 -5.444931 -0.14 -0.04 -0.22
C -0.891449 0.929940 -3.370944 -0.02 0.11 -0.13
C -2.309546 0.602000 -3.738631 0.03 -0.14 0.05
O -0.399774 0.541705 -2.282273 0.09 0.13 -0.31
H 1.823098 1.574738 -4.807945 -0.03 0.03 -0.02
H 1.551555 1.424533 -3.066634 -0.02 0.03 -0.02
H 1.393362 3.010349 -3.862332 -0.02 0.00 0.00
H -0.101810 3.013907 -5.795702 0.04 0.00 0.07
H -1.735051 2.612136 -5.281854 0.01 0.00 0.01
H -0.790818 1.453298 -6.233137 0.03 -0.03 0.03
H -2.361520 0.141552 -4.724788 0.01 0.05 -0.04
H -2.926622 1.501695 -3.753954 0.02 0.04 0.00
H -2.707400 -0.091024 -3.005722 0.00 0.01 0.02
Cl -5.881088 3.039806 -0.069996 -0.03 -0.06 0.02
C -4.218473 3.072462 -0.492214 0.20 0.14 -0.09
C -3.642863 4.216863 -1.028596 0.01 -0.07 0.08
C -2.293834 4.183066 -1.343014 -0.04 -0.07 0.03
C -1.580264 3.019434 -1.118911 0.06 0.11 -0.07
N -2.129662 1.917432 -0.595813 0.08 -0.03 -0.10
C -3.426447 1.952721 -0.284865 -0.13 -0.15 0.14
H -4.229522 5.113078 -1.177078 -0.05 -0.02 -0.02
H -1.801481 5.051776 -1.756555 0.02 0.00 0.02
H -0.525781 2.971202 -1.360695 -0.02 -0.05 -0.01
H -3.840800 1.062761 0.173025 0.01 0.01 -0.01
N -4.293018 -2.435659 -1.382874 -0.20 0.16 0.00
C -2.971135 -2.486933 -1.279822 -0.11 0.04 -0.01
O -2.318690 -1.435656 -1.101851 0.07 -0.41 -0.17
C -2.362064 -3.855067 -1.418936 0.35 0.17 0.27
I -1.381968 -4.418096 0.399244 -0.11 0.04 -0.08
H -4.773360 -1.551688 -1.308946 0.07 0.03 0.05
H -4.860565 -3.255487 -1.517582 0.09 -0.08 -0.01
H -1.600571 -3.855527 -2.195286 -0.02 0.09 -0.01
H -3.104433 -4.621661 -1.610804 -0.02 0.06 -0.09
C -2.312191 -0.835916 2.959397 0.16 0.14 -0.17
C -1.801423 -0.453430 1.615172 0.24 0.00 -0.44
O -0.714354 -1.003699 1.264369 0.60 -2.22 3.27
H -1.490819 -1.132973 3.615528 -0.04 0.02 0.03
H -2.951990 -1.712806 2.805658 -0.04 0.01 -0.02
H -2.917492 -0.049040 3.402373 -0.05 -0.02 0.00
```
Forces are in eV/Å.

Charge ... +2
Energy above the lowest of the compared OMol25 structures with the same formula, charge and spin ... 1.7956 eV

---

Below is 5 unconnected molecules or ions with the total composition C66H56B3O13P, with properties calculated with wB97M-V/def2-TZVPD.

The geometry in XYZ format:
```
139
Properties=species:S:1:pos:R:3:forces:R:3
C 1.284730 -0.420520 4.141650 0.03 0.02 -0.06
C 1.306455 0.759026 3.172047 0.21 -0.08 0.01
C 0.697343 0.529637 1.783359 -0.14 0.18 0.03
C -0.704497 -0.111269 1.669416 0.02 -0.19 -0.07
C -0.701549 -1.642051 1.925340 0.15 0.05 0.01
B -1.825465 0.571659 2.515952 -0.11 0.06 -0.12
O -3.041132 0.936751 1.939315 0.08 0.00 0.19
B -3.859128 1.844499 2.585023 0.32 0.15 -0.20
C -5.366058 2.029791 2.219637 -0.04 -0.15 -0.10
C -5.930960 0.959084 1.270166 -0.07 0.11 0.07
C -6.597695 -0.202503 2.023607 0.02 0.01 -0.12
C -8.043376 0.139996 2.375409 -0.07 -0.18 0.16
C -6.538761 -1.492773 1.202660 -0.16 0.01 0.00
O -3.296999 2.524140 3.671696 -0.71 -0.39 0.35
B -2.570071 1.686635 4.483569 0.42 0.22 -0.16
P -2.764488 1.596663 6.440729 0.16 0.14 0.18
O -3.836076 2.819663 6.719546 -0.20 -0.20 0.09
O -3.789751 0.270095 6.491441 0.14 -0.17 -0.36
O -1.704209 0.797286 3.885956 -0.21 -0.16 0.02
H 1.836940 -1.277277 3.748441 -0.05 0.01 0.00
H 0.272175 -0.744933 4.373079 0.00 0.07 -0.02
H 1.748718 -0.136880 5.089075 0.03 -0.01 -0.01
H 0.855698 1.635184 3.645637 -0.13 -0.08 0.00
H 2.355585 1.026484 3.007781 -0.04 0.09 -0.01
H 1.385081 -0.059199 1.168773 -0.01 -0.06 0.08
H 0.641353 1.508818 1.293919 0.09 -0.02 -0.02
H -1.005371 0.014552 0.624315 0.04 0.03 0.01
H -0.926051 -1.909303 2.959116 -0.06 0.00 -0.02
H -1.413358 -2.146120 1.270350 -0.07 0.00 0.11
H 0.288474 -2.050396 1.711671 -0.02 -0.02 -0.04
H -5.551183 3.040261 1.841802 0.12 0.02 0.04
H -5.901945 1.984953 3.177058 -0.06 0.15 -0.05
H -5.144360 0.566719 0.622202 0.04 0.07 0.04
H -6.681889 1.413731 0.616883 0.01 -0.10 -0.07
H -6.048759 -0.360365 2.962290 0.01 -0.02 -0.03
H -8.456539 -0.606324 3.058582 -0.01 0.02 0.00
H -8.133522 1.113297 2.864345 0.02 0.03 -0.07
H -8.668019 0.128774 1.477455 0.06 0.12 -0.02
H -7.337057 -2.181125 1.488518 0.08 -0.04 0.06
H -6.678083 -1.266016 0.142499 0.00 -0.04 0.01
H -5.584786 -2.007882 1.324373 0.03 0.05 -0.09
H -4.748407 2.494492 6.738732 0.15 0.16 -0.17
H -4.014218 -0.098533 5.625064 -0.07 0.14 0.30
O 2.216309 -3.032285 10.422869 0.00 -0.01 0.01
C 2.215409 -3.180085 9.219945 -0.01 0.01 -0.02
C 3.446371 -3.613897 8.495063 -0.03 0.00 0.00
C 4.599864 -3.872313 9.225883 0.05 -0.02 0.00
C 5.746816 -4.298769 8.578847 -0.01 0.00 0.00
C 5.747848 -4.469810 7.198629 -0.01 0.00 -0.01
C 4.604781 -4.204540 6.464469 0.06 -0.01 0.00
C 3.451402 -3.773035 7.108611 -0.03 0.02 0.00
C 2.236513 -3.479794 6.293411 -0.01 0.01 0.04
O 2.254183 -3.573477 5.084797 0.00 -0.04 -0.01
C 1.001140 -3.070112 7.020565 0.05 -0.02 -0.01
C -0.153997 -2.820813 6.290576 -0.08 -0.02 -0.01
C -1.316944 -2.451241 6.943033 0.00 0.04 -0.06
C -1.335683 -2.326344 8.327405 0.03 0.00 0.01
C -0.186435 -2.570848 9.059839 -0.04 0.03 -0.01
C 0.986180 -2.939816 8.410283 0.03 0.00 0.01
H 4.579430 -3.736391 10.298477 -0.03 0.00 0.00
H 6.643554 -4.501229 9.149763 0.00 0.00 0.00
H 6.643913 -4.810034 6.696211 0.00 0.01 0.00
H 4.588018 -4.326669 5.390114 -0.03 0.02 0.00
H -0.121417 -2.918037 5.213499 0.03 -0.04 0.03
H -2.212557 -2.247730 6.370851 -0.02 0.00 0.03
H -2.247028 -2.031332 8.830419 0.00 0.01 -0.01
H -0.178586 -2.474723 10.136867 0.03 0.00 0.00
O -13.445047 4.294619 -3.322915 0.00 0.01 -0.01
C -12.714481 3.478066 -2.805590 0.01 -0.02 0.01
C -12.269014 2.260266 -3.544684 0.01 0.02 0.03
C -12.687773 2.081885 -4.857621 0.00 -0.03 -0.05
C -12.267564 0.973242 -5.572247 0.00 0.01 0.01
C -11.426339 0.037563 -4.979972 0.00 0.00 0.01
C -11.013636 0.204957 -3.669333 -0.01 -0.04 -0.05
C -11.435437 1.314056 -2.945855 0.00 0.02 0.03
C -10.989409 1.464557 -1.530822 -0.01 0.01 -0.01
O -10.300467 0.622474 -0.994963 0.02 0.00 0.00
C -11.417863 2.692154 -0.799613 0.02 -0.05 -0.03
C -10.990080 2.872535 0.509222 0.05 0.04 0.11
C -11.350254 4.013957 1.204598 -0.02 0.00 -0.03
C -12.143233 4.980027 0.594127 0.00 -0.01 -0.01
C -12.581463 4.800540 -0.707015 0.00 0.03 0.05
C -12.222761 3.655592 -1.408291 0.00 -0.02 -0.03
H -13.339101 2.821346 -5.302926 0.01 0.02 0.02
H -12.593368 0.836764 -6.595070 0.00 0.00 0.00
H -11.093910 -0.824363 -5.543464 -0.01 0.00 0.00
H -10.364117 -0.514980 -3.190608 -0.01 0.01 0.03
H -10.371818 2.111742 0.966602 0.00 -0.01 -0.03
H -11.013310 4.154110 2.223329 0.00 0.00 0.00
H -12.420388 5.874254 1.136787 0.00 0.00 0.00
H -13.201940 5.539317 -1.195447 -0.01 -0.02 -0.02
O 6.210516 1.757877 -4.867501 -0.11 0.05 -0.04
C 5.595998 1.344013 -3.906680 0.04 -0.01 0.05
C 4.218949 0.791640 -4.049488 0.02 0.00 0.02
C 3.647540 0.722157 -5.314330 -0.04 -0.02 -0.03
C 2.378322 0.192489 -5.471001 0.01 0.00 0.00
C 1.673439 -0.270140 -4.365010 0.01 0.00 0.01
C 2.233959 -0.194490 -3.101432 -0.05 -0.01 -0.03
C 3.506761 0.338341 -2.938236 0.03 0.02 0.02
C 4.083817 0.422668 -1.564370 0.01 0.01 -0.02
O 3.444725 0.072861 -0.595722 -0.02 -0.02 0.04
C 5.473484 0.944643 -1.428686 -0.02 0.00 -0.02
C 6.053523 0.995323 -0.167244 0.04 0.01 0.03
C 7.353733 1.449359 -0.024047 -0.01 0.00 0.00
C 8.081170 1.852177 -1.138634 -0.01 0.00 -0.01
C 7.505729 1.813800 -2.397257 0.04 0.01 0.03
C 6.198367 1.365741 -2.545065 -0.02 -0.03 -0.02
H 4.211601 1.082982 -6.163528 0.03 0.00 0.02
H 1.935652 0.136475 -6.456835 0.00 0.00 0.00
H 0.684182 -0.690190 -4.491102 0.00 0.01 0.00
H 1.698667 -0.545156 -2.229512 0.02 0.01 0.02
H 5.475913 0.671530 0.687770 -0.02 -0.01 -0.02
H 7.805753 1.485077 0.958517 0.00 0.00 0.00
H 9.100834 2.195664 -1.024472 0.00 0.00 0.00
H 8.059407 2.119173 -3.274657 -0.02 -0.02 -0.02
O 9.851629 0.254226 -5.370227 0.00 0.00 0.01
C 10.068965 -0.096967 -6.510470 0.01 0.00 -0.02
C 11.246718 -0.953243 -6.840584 -0.04 0.01 -0.01
C 12.084533 -1.369524 -5.812804 0.05 -0.03 0.02
C 13.168714 -2.183708 -6.091423 -0.01 0.01 0.00
C 13.421629 -2.587120 -7.398156 -0.01 0.01 -0.01
C 12.596253 -2.167665 -8.427116 0.05 -0.02 0.02
C 11.508230 -1.347446 -8.153428 -0.03 0.02 -0.01
C 10.642365 -0.897336 -9.283255 0.00 0.00 0.02
O 10.898215 -1.203161 -10.428000 0.00 -0.01 -0.01
C 9.452544 -0.063099 -8.950012 0.02 -0.02 0.01
C 8.607881 0.343421 -9.975778 -0.05 0.03 -0.02
C 7.485403 1.101517 -9.686671 0.00 -0.01 0.00
C 7.200935 1.455475 -8.372315 0.01 -0.01 -0.01
C 8.042826 1.061406 -7.346111 -0.02 0.03 -0.02
C 9.172078 0.304153 -7.632080 0.03 -0.02 0.02
H 11.870144 -1.048528 -4.802668 -0.03 0.01 -0.01
H 13.818883 -2.508385 -5.289567 0.00 0.00 0.00
H 14.265744 -3.229469 -7.612429 0.00 0.00 0.00
H 12.780090 -2.466726 -9.449920 -0.02 0.02 -0.01
H 8.843344 0.055902 -10.991293 0.02 -0.02 0.01
H 6.828390 1.416111 -10.487235 0.00 0.00 0.00
H 6.320943 2.042726 -8.143192 0.01 0.01 0.00
H 7.826407 1.333350 -6.323878 0.04 -0.01 0.01
```
Forces are in eV/Å.

SMILES ... CCC[C@@H](C)B1OB(CCC(C)C)OB(P(O)O)O1.O=C1c2ccccc2C(=O)c2ccccc21.O=C1c2ccccc2C(=O)c2ccccc21.O=C1c2ccccc2C(=O)c2ccccc21.O=C1c2ccccc2C(=O)c2ccccc21

---

Below is C5H8O2 in the gas phase, with properties calculated with wB97M-V/def2-TZVPD.

The geometry in XYZ format:
```
15
Properties=species:S:1:pos:R:3:forces:R:3
C -0.297013 -1.555115 -0.380463 0.00 0.05 0.08
C 0.127964 -0.111751 -0.270362 0.04 -0.24 0.01
C 1.417202 0.254918 0.486472 0.26 -0.20 -0.20
O 0.741229 1.193565 1.323945 0.03 0.12 0.15
C -0.550814 0.794430 0.833066 -0.33 0.19 -0.13
C -1.324253 1.771531 0.097337 -0.02 -0.24 0.29
O 0.023878 0.435625 -1.572261 0.19 0.15 -0.11
H -0.049165 -2.113464 0.524816 -0.06 0.07 -0.08
H -1.373050 -1.619402 -0.559810 0.08 0.00 0.00
H 0.212686 -2.004258 -1.237537 -0.01 0.03 0.13
H 2.184823 0.724623 -0.140292 -0.08 -0.03 0.07
H 1.867539 -0.567608 1.059444 -0.11 0.10 -0.10
H -1.091414 0.216857 1.595732 -0.05 0.03 -0.06
H -2.242129 1.234205 -0.214955 0.12 0.04 0.04
H 0.352517 1.345843 -1.545134 -0.07 -0.07 -0.11
```
Forces are in eV/Å.

Energy above the lowest of the compared OMol25 structures with the same formula, charge and spin ... 5.2653 eV

---

Number 1: maximum force 5.80 eV Å⁻¹, Kohn-Sham gap 7.26 eV. Number 2: maximum force 3.99 eV Å⁻¹, Kohn-Sham gap 7.04 eV. Number 3: maximum force 0.88 eV Å⁻¹, Kohn-Sham gap 7.50 eV. Number 4: maximum force 0.40 eV Å⁻¹, Kohn-Sham gap 8.51 eV.